85
Properties=species:S:1:pos:R:3 method="wB97M-V/def2-TZVPD" homo_ev=-2.12 e_lumo_ha=0.0864 gap_ev=4.47 charge=-1 total_energy_ha=-1704.54249
C -2.6002 -1.7707 1.5993
C -3.3952 -1.5279 0.4684
N -4.6423 -1.8524 0.3127
C -5.4379 -1.4532 1.4437
C -6.8745 -1.8367 1.1713
F -6.9724 -3.2038 0.9393
H -2.4701 -2.7853 1.9262
H -2.1008 -0.9382 2.0680
H -2.9057 -1.0579 -0.4124
H -5.1789 -1.9370 2.3859
H -5.4356 -0.3648 1.5946
H -7.1965 -1.3501 0.2561
H -7.5238 -1.5901 2.0068
C 2.2890 -0.2853 3.9324
C 1.4881 0.7308 3.4252
C 0.7894 0.5366 2.2432
C 0.8864 -0.6665 1.5674
C 1.6827 -1.6828 2.0696
C 2.3840 -1.4946 3.2539
H 2.8366 -0.1361 4.8555
H 1.4053 1.6735 3.9536
H 0.1683 1.3281 1.8452
H 0.3324 -0.8108 0.6491
H 1.7508 -2.6244 1.5391
H 3.0080 -2.2886 3.6460
C -1.1618 4.2308 0.4957
C -0.9478 4.9356 -0.6813
C -1.2413 4.3482 -1.9048
C -1.7559 3.0589 -1.9521
C -1.9719 2.3549 -0.7761
C -1.6716 2.9405 0.4464
H -0.9312 4.6869 1.4509
H -0.5522 5.9434 -0.6452
H -1.0699 4.8963 -2.8230
H -1.9905 2.6012 -2.9054
H -2.3756 1.3495 -0.8102
H -1.8400 2.3859 1.3611
C 1.1622 -5.3501 -0.5266
C 0.2458 -6.3288 -0.1661
C -1.1148 -6.1062 -0.3423
C -1.5577 -4.9087 -0.8853
C -0.6419 -3.9341 -1.2474
C 0.7149 -4.1516 -1.0667
H 2.2229 -5.5199 -0.3863
H 0.5917 -7.2653 0.2544
H -1.8303 -6.8659 -0.0540
H -2.6169 -4.7332 -1.0237
H -0.9877 -2.9994 -1.6694
H 1.4248 -3.3822 -1.3473
C 3.5398 5.1357 1.6752
C 4.8579 5.5699 1.6475
C 5.8366 4.8618 2.3308
C 5.4980 3.7150 3.0357
C 4.1804 3.2804 3.0618
C 3.2010 3.9923 2.3843
H 2.7758 5.6874 1.1423
H 5.1228 6.4604 1.0915
H 6.8642 5.2026 2.3122
H 6.2621 3.1589 3.5640
H 3.9145 2.3841 3.6073
H 2.1730 3.6527 2.4056
C -4.3750 -0.4054 -2.8440
C -5.3068 0.5400 -3.2513
C -5.1090 1.2648 -4.4198
C -3.9777 1.0420 -5.1927
C -3.0430 0.0977 -4.7912
C -3.2398 -0.6192 -3.6176
H -4.5031 -0.9608 -1.9184
H -6.1920 0.7115 -2.6518
H -5.8377 2.0047 -4.7286
H -3.8246 1.6043 -6.1061
H -2.1588 -0.0780 -5.3924
H -2.5058 -1.3494 -3.3006
C 6.2472 -1.4357 -1.1867
C 5.4306 -1.1165 -2.2621
C 4.1373 -0.6631 -2.0403
C 3.6628 -0.5222 -0.7435
C 4.4797 -0.8390 0.3329
C 5.7707 -1.2982 0.1102
H 7.2553 -1.7921 -1.3591
H 5.8019 -1.2216 -3.2740
H 3.4977 -0.4191 -2.8791
H 2.6562 -0.1661 -0.5693
H 4.1105 -0.7285 1.3424
H 6.4070 -1.5498 0.9497